{"formula": "C26H31FN2O2", "method": "ωB97M-V/def2-TZVPD", "molar_mass_g_mol": 422.544, "smiles": "O=C(c1ccc(OC2CCN(C/C=C/c3ccc(F)cc3)CC2)cc1)N1CCCCC1", "gap_ha": 0.331, "de_lowest_kcal_mol": 0.0, "species": ["O", "C", "N", "C", "H", "H", "C", "H", "H", "C", "C", "H", "H", "C", "H", "H", "H", "H", "C", "C", "C", "C", "C", "C", "H", "H", "O", "C", "C", "C", "N", "C", "C", "H", "H", "H", "H", "C", "C", "C", "C", "C", "C", "C", "C", "C", "H", "H", "F", "H", "H", "H", "H", "H", "H", "H", "H", "H", "H", "H", "H", "H"], "xyz": [[0.272, 0.235, 3.892], [0.561, -0.931, 3.692], [0.832, -1.799, 4.692], [0.850, -1.331, 6.063], [0.217, -1.992, 6.666], [0.430, -0.324, 6.071], [2.277, -1.333, 6.610], [2.267, -1.018, 7.654], [2.875, -0.618, 6.043], [2.882, -2.728, 6.477], [2.815, -3.182, 5.021], [3.197, -4.198, 4.917], [3.427, -2.522, 4.403], [1.368, -3.128, 4.521], [0.756, -3.828, 5.103], [1.320, -3.413, 3.470], [3.918, -2.724, 6.821], [2.323, -3.430, 7.101], [0.590, -1.490, 2.301], [1.567, -1.069, 1.409], [1.561, -1.516, 0.101], [0.561, -2.377, -0.339], [-0.419, -2.799, 0.554], [-0.404, -2.358, 1.863], [-1.172, -2.683, 2.551], [-1.185, -3.480, 0.214], [0.583, -2.873, -1.626], [-0.097, -2.124, -2.628], [0.482, -0.725, -2.843], [-0.262, -0.036, -3.981], [-1.674, 0.072, -3.662], [-2.262, -1.245, -3.520], [-1.598, -1.989, -2.365], [-1.752, -1.423, -1.444], [-2.050, -2.976, -2.253], [-3.328, -1.127, -3.309], [-2.158, -1.840, -4.448], [-2.376, 0.909, -4.615], [-2.088, 2.367, -4.423], [-1.617, 2.885, -3.291], [-1.327, 4.285, -3.021], [-0.924, 4.649, -1.733], [-0.637, 5.961, -1.413], [-0.752, 6.925, -2.398], [-1.144, 6.603, -3.686], [-1.428, 5.287, -3.989], [-1.729, 5.037, -4.994], [-1.220, 7.380, -4.431], [-0.472, 8.212, -2.099], [-0.328, 6.243, -0.419], [-0.839, 3.888, -0.972], [-1.428, 2.206, -2.470], [-2.324, 2.986, -5.277], [-3.453, 0.755, -4.477], [-2.143, 0.625, -5.659], [0.135, 0.971, -4.125], [-0.108, -0.604, -4.919], [0.359, -0.139, -1.930], [1.545, -0.790, -3.080], [0.062, -2.726, -3.531], [2.333, -1.206, -0.586], [2.334, -0.387, 1.745]], "forces_ev_per_angstrom": [[0.0, 0.3, -0.1], [-0.1, -0.1, -0.1], [-0.1, -0.1, 0.2], [0.0, 0.5, 0.2], [0.0, 0.0, 0.0], [0.0, -0.2, 0.1], [-0.2, -0.2, 0.1], [0.0, 0.1, 0.0], [0.0, 0.1, 0.0], [0.2, 0.2, -0.2], [-0.2, -0.2, 0.2], [0.0, 0.0, -0.1], [0.0, 0.0, -0.1], [0.4, -0.3, -0.2], [0.0, 0.0, -0.1], [0.0, 0.0, 0.2], [0.0, -0.1, 0.1], [0.0, -0.1, 0.1], [-0.1, 0.1, -0.2], [-0.1, 0.0, 0.2], [-0.1, -0.1, -0.2], [0.0, 0.0, 0.1], [0.1, 0.0, -0.2], [0.1, 0.1, 0.1], [-0.1, -0.1, 0.1], [-0.1, -0.1, -0.1], [0.2, -0.1, 0.5], [-0.3, 0.4, -0.3], [0.0, -0.3, -0.2], [0.2, 0.1, 0.2], [-0.1, 0.0, -0.1], [-0.1, -0.1, 0.2], [0.2, -0.2, -0.2], [-0.1, 0.0, 0.0], [0.0, 0.0, 0.0], [0.0, 0.0, -0.1], [-0.1, 0.0, 0.0], [0.0, -0.1, 0.0], [0.0, 0.0, 0.2], [-0.2, -0.4, -0.3], [0.1, 0.5, 0.1], [-0.1, -0.1, -0.3], [0.0, 0.4, -0.1], [0.0, -0.1, 0.1], [0.0, 0.2, 0.1], [0.0, -0.1, 0.2], [0.0, 0.0, -0.1], [0.0, 0.1, -0.1], [0.0, -0.1, 0.0], [0.0, 0.1, 0.1], [0.0, -0.1, 0.1], [0.0, -0.1, 0.1], [0.0, 0.2, -0.1], [0.1, -0.1, -0.1], [-0.1, 0.0, 0.1], [0.0, -0.1, -0.1], [0.0, 0.1, 0.0], [0.0, 0.0, 0.0], [0.0, 0.0, 0.0], [-0.1, 0.1, 0.1], [0.1, 0.0, -0.1], [0.1, 0.1, 0.0]], "mulliken_charge": [-0.685, 0.144, 0.093, -0.917, 0.321, 0.469, -0.591, 0.351, 0.301, -0.698, -0.625, 0.350, 0.280, -0.645, 0.285, 0.398, 0.349, 0.300, 0.034, -0.509, -0.435, 0.279, -0.412, -0.017, 0.459, 0.461, -0.548, -0.050, -0.467, -1.167, 0.377, -1.156, -0.483, 0.280, 0.362, 0.480, 0.397, -0.992, -0.634, 0.061, 0.627, -0.478, -0.568, 0.348, -0.594, -0.455, 0.269, 0.427, -0.325, 0.436, 0.404, 0.251, 0.337, 0.392, 0.430, 0.545, 0.317, 0.275, 0.320, 0.287, 0.475, 0.482]}

{"formula": "C26H31FN4O2", "method": "ωB97M-V/def2-TZVPD", "molar_mass_g_mol": 450.558, "smiles": "COc1cc(CN2CCC(n3nccc3NC(=O)CCCc3ccccc3)CC2)ccc1F", "gap_ha": 0.321, "de_lowest_kcal_mol": 6.7, "species": ["C", "H", "O", "C", "C", "C", "C", "C", "C", "F", "H", "H", "C", "N", "C", "C", "H", "H", "C", "N", "C", "C", "C", "N", "H", "H", "N", "C", "O", "C", "H", "H", "C", "H", "H", "C", "C", "C", "C", "C", "C", "C", "H", "H", "H", "H", "H", "H", "H", "H", "C", "C", "H", "H", "H", "H", "H", "H", "H", "H", "H", "H", "H", "H"], "xyz": [[7.034, 2.082, 0.726], [7.124, 2.287, -0.346], [6.727, 0.732, 0.970], [5.565, 0.233, 0.476], [4.628, 0.944, -0.266], [3.468, 0.337, -0.729], [3.229, -1.000, -0.447], [4.143, -1.726, 0.296], [5.292, -1.113, 0.745], [6.183, -1.829, 1.466], [3.980, -2.766, 0.532], [2.319, -1.452, -0.805], [2.472, 1.110, -1.554], [1.119, 0.718, -1.216], [0.724, 1.217, 0.091], [-0.561, 0.526, 0.522], [-0.381, -0.548, 0.572], [-0.878, 0.876, 1.505], [-1.688, 0.760, -0.487], [-2.227, 2.097, -0.385], [-3.453, 2.438, 0.085], [-3.563, 3.810, -0.014], [-2.337, 4.212, -0.551], [-1.550, 3.176, -0.762], [-2.002, 5.203, -0.785], [-4.398, 4.419, 0.265], [-4.380, 1.488, 0.528], [-4.183, 0.682, 1.613], [-3.208, 0.764, 2.324], [-5.250, -0.385, 1.761], [-5.272, -0.725, 2.796], [-6.231, 0.012, 1.496], [-4.880, -1.554, 0.834], [-4.695, -1.156, -0.168], [-5.728, -2.239, 0.765], [-3.634, -2.294, 1.340], [-2.721, -2.813, 0.261], [-3.181, -3.193, -0.993], [-2.300, -3.638, -1.965], [-0.946, -3.720, -1.696], [-0.478, -3.372, -0.440], [-1.360, -2.925, 0.527], [-0.992, -2.661, 1.508], [0.575, -3.445, -0.213], [-0.260, -4.061, -2.457], [-2.677, -3.923, -2.937], [-4.237, -3.150, -1.220], [-3.943, -3.131, 1.973], [-3.053, -1.618, 1.971], [-5.278, 1.478, 0.068], [-1.195, 0.447, -1.903], [0.141, 1.119, -2.209], [0.486, 0.788, -3.193], [0.005, 2.212, -2.230], [-1.940, 0.763, -2.636], [-1.072, -0.635, -1.974], [-2.515, 0.082, -0.252], [1.518, 0.983, 0.804], [0.575, 2.309, 0.072], [2.638, 2.195, -1.431], [2.640, 0.868, -2.610], [4.796, 1.985, -0.492], [6.284, 2.750, 1.163], [7.995, 2.255, 1.208]], "forces_ev_per_angstrom": [[0.0, 0.2, -0.1], [0.0, 0.0, 0.0], [-0.1, -0.5, 0.1], [0.0, -0.2, 0.0], [0.1, 0.0, 0.1], [0.0, -0.1, 0.0], [0.0, 0.1, 0.0], [0.3, 0.1, 0.1], [0.1, 0.0, 0.0], [-0.1, 0.2, -0.1], [0.0, -0.1, 0.0], [-0.1, -0.1, 0.0], [-0.1, 0.0, -0.1], [0.1, 0.1, -0.1], [0.0, -0.1, 0.3], [0.0, 0.3, 0.1], [0.0, 0.0, 0.0], [0.0, 0.0, 0.0], [0.4, -0.6, 0.0], [-0.8, 0.2, 0.2], [0.0, 0.4, 0.0], [0.0, -0.3, 0.1], [-0.3, -0.2, 0.1], [0.7, 0.2, -0.2], [0.1, 0.2, -0.1], [-0.2, 0.1, 0.1], [-0.2, 0.3, -0.4], [-0.5, -0.2, 0.3], [0.2, 0.0, 0.1], [0.1, -0.1, 0.0], [0.0, 0.1, 0.0], [0.0, 0.0, 0.0], [0.0, -0.1, 0.2], [-0.1, -0.1, 0.0], [0.0, 0.0, -0.1], [-0.1, 0.0, -0.1], [0.1, 0.0, 0.1], [0.0, 0.0, 0.0], [0.0, 0.0, -0.1], [0.1, 0.0, -0.1], [0.1, 0.0, 0.0], [-0.1, -0.1, 0.0], [0.0, 0.1, 0.1], [0.1, 0.0, 0.0], [0.1, 0.0, -0.1], [0.0, 0.0, -0.1], [-0.1, 0.1, 0.0], [0.0, 0.1, 0.1], [0.0, -0.1, 0.0], [0.1, -0.1, 0.1], [0.0, 0.3, 0.0], [-0.1, 0.0, -0.3], [0.0, 0.0, 0.0], [0.1, -0.2, -0.1], [-0.1, 0.0, 0.0], [0.0, -0.1, 0.0], [0.1, 0.2, 0.0], [0.0, 0.0, 0.0], [0.1, -0.1, 0.0], [0.0, 0.0, 0.0], [-0.1, 0.1, 0.0], [0.0, 0.1, 0.0], [0.0, 0.0, 0.0], [-0.1, 0.0, -0.1]], "mulliken_charge": [-0.840, 0.334, -0.457, 0.453, -0.184, -0.018, -0.540, -0.561, 0.667, -0.335, 0.455, 0.451, -1.322, 0.500, -1.091, -0.428, -0.163, 0.581, 1.500, 1.200, 0.570, -1.134, -0.317, -1.186, 0.468, 0.453, -0.039, 0.358, -0.570, -1.147, 0.349, 0.411, -0.720, 0.413, 0.541, -0.872, 0.391, -0.311, -0.656, -0.709, -0.158, -0.396, 0.338, 0.440, 0.403, 0.396, 0.393, 0.490, 0.338, 0.287, -0.890, -0.968, 0.585, 0.360, 0.491, 0.065, -1.314, 0.591, 0.365, 0.283, 0.447, 0.384, 0.336, 0.239]}

Which formula does entry 1 have?
C26H31FN2O2